# 1
ORCA calculation (wB97M-V/def2-TZVPD) on an isolated ion of composition C9H12N3O2S and charge +1 in a non-equilibrium geometry.

ΔE to the lowest compared entry with this formula, charge and spin   170.0 kcal/mol
Structure (SMILES)   C=CC[C@H](C(=C)S)c1[nH]c([N+](=O)[O-])c[nH+]1
Total charge   +1

Geometry as XYZ:
```
27
C9H12N3O2S | the OMol25 dataset | wB97M-V/def2-TZVPD
C -2.36 -0.02 -0.64
C -2.53 0.34 0.66
C -0.35 0.12 0.25
C 0.90 1.15 -3.12
C 1.72 -1.37 2.67
C 1.15 1.41 -1.81
C 1.52 -1.27 0.94
C 1.77 0.30 -0.99
C 1.17 0.14 0.39
N -1.24 0.49 1.20
N -1.00 -0.13 -0.91
N -3.69 0.58 1.45
O -4.70 0.70 0.75
O -3.58 0.69 2.67
S 1.48 -2.69 0.04
H -3.18 0.02 -1.37
H 0.49 1.85 -3.73
H 1.12 0.27 -3.60
H 2.22 -2.17 3.13
H 2.01 -0.54 3.22
H 1.02 2.30 -1.33
H 1.83 -0.58 -1.49
H 2.95 0.58 -0.97
H 1.57 1.04 1.04
H -1.23 0.50 2.21
H -0.60 -0.42 -1.87
H 1.53 -3.34 1.21
```

# 2
ORCA calculation (wB97M-V/def2-TZVPD) on a single C5H6O2 molecule in a non-equilibrium geometry.

ΔE to the lowest compared entry with this formula, charge and spin   81.2 kcal/mol
Structure (SMILES)   COc1c(C)c1=O
Total charge   0

Geometry as XYZ:
```
13
C5H6O2 | the OMol25 dataset | wB97M-V/def2-TZVPD
C -0.75 -0.75 -0.36
C -0.80 0.64 0.05
C -1.97 -0.18 -0.36
C 0.20 -1.89 -0.47
C 1.18 1.83 0.68
O -3.11 -0.25 -0.78
O -0.28 1.75 0.43
H 1.15 -1.62 0.04
H 0.43 -2.30 -1.51
H -0.30 -2.81 -0.08
H 1.79 1.80 -0.26
H 1.25 1.03 1.44
H 1.23 2.74 1.18
```

# 3
ORCA calculation (wB97M-V/def2-TZVPD) on a 2-piece molecular cluster, C10H8NO2S overall in a non-equilibrium geometry.

ΔE to the lowest compared entry with this formula, charge and spin   32.3 kcal/mol
Total charge   -1

Geometry as XYZ:
```
22
C10H8NO2S | the OMol25 dataset | wB97M-V/def2-TZVPD
C 1.73 -1.89 1.04
C 1.27 -2.47 -0.17
C -2.83 1.78 0.11
C -1.51 1.30 0.28
C 1.89 -0.56 0.81
C 1.17 -1.46 -1.08
C -3.03 2.30 -1.13
C -0.77 1.46 -0.84
C 1.75 1.05 -2.63
C 1.50 0.94 -1.08
N 1.55 -0.29 -0.49
O 2.86 0.57 -2.88
O 0.91 1.58 -3.34
S -1.61 2.20 -2.12
H 1.91 -2.41 1.96
H 1.05 -3.51 -0.34
H -3.59 1.75 0.88
H -1.14 0.85 1.19
H 2.21 0.23 1.47
H 0.86 -1.47 -2.11
H -3.93 2.74 -1.52
H 1.92 1.74 -0.48
```